(1)
C3H7N2 | the ωB97M-V functional and the def2-TZVPD basis

HOMO level (spin up / spin down) (eV): -12.7 / -12.7
Charge: +1
Orbital gap (spin up / spin down) (eV): 8.501 / 8.500

Atoms and positions in Å:
C 0.8954 -0.8025 -0.2459
C 0.2242 1.1662 0.7961
C -0.5678 -0.5007 -0.7227
N 1.8124 -1.5817 -0.3663
N -1.0394 0.5553 0.1367
H 0.2077 1.2806 1.9122
H 0.8316 1.8661 0.1735
H -0.5832 -0.1584 -1.6784
H -1.2344 -1.5028 -0.6709
H 2.8174 -1.7431 -0.1547
H -1.6536 0.0970 0.9421
H -1.7103 1.3240 -0.1218

Force components x, y, z for each atom (eV/Å):
C 0.2 1.4 1.2
C 1.8 -2.2 -0.5
C -0.5 -4.4 1.4
N -1.3 1.1 -0.3
N -1.6 0.9 5.0
H -0.3 0.0 -1.4
H -1.3 -0.4 0.5
H 0.3 0.7 -3.1
H 1.4 2.4 -0.1
H -1.4 0.5 0.1
H 1.9 1.1 -1.7
H 0.9 -1.1 -1.1

Mulliken atomic charge list, values in e, 8 entries:
1. C 0.1426
2. C -0.7462
3. C -0.2735
4. N -0.2594
5. N -0.2414
6. H 0.2995
7. H 0.3074
8. H 0.2992

---

(2)
C9H15NO2 | the ωB97M-V functional and the def2-TZVPD basis

HOMO level (spin up / spin down) (eV): -7.3 / -6.8
Orbital gap (spin up / spin down) (eV): 8.041 / 7.558

Atoms and positions in Å:
C -0.1864 -1.2402 0.7490
C -1.0663 -0.2934 0.3598
C 0.9909 -1.0226 1.6571
C 1.5341 1.0523 0.4503
C -0.3082 -2.7093 0.1699
C 1.6218 2.4880 0.8863
C -1.9949 1.1617 -1.3988
C 1.2426 -0.2421 -1.5431
C -2.1706 -0.2184 -0.6578
N 1.8040 0.0582 1.3674
O 1.2188 -1.7469 2.5712
O 1.2938 0.8311 -0.8205
H -0.1055 -2.6325 -0.8463
H -1.3318 -3.0918 0.1315
H 0.2213 -3.4857 0.7411
H 2.5308 2.7625 1.4715
H 0.7140 2.7366 1.4434
H 1.5772 3.1327 -0.0632
H -2.9097 1.6729 -1.3212
H -1.6413 0.9488 -2.4871
H -1.1463 1.7295 -0.8553
H 1.3733 -1.1630 -1.1961
H 0.5233 -0.1204 -2.2875
H -0.9551 0.6479 0.9746
H -2.2766 -1.1927 -1.2605
H -3.1352 -0.3226 -0.1170
H 2.5821 0.2592 1.8814

Force components x, y, z for each atom (eV/Å):
C -1.4 -1.6 -1.5
C 1.1 0.5 2.3
C -1.0 1.1 -0.8
C -0.1 0.8 -0.4
C -0.9 0.9 2.1
C -0.2 0.7 -1.8
C 2.6 -1.8 -0.6
C -0.2 1.9 -1.6
C -0.3 -1.6 0.3
N -2.1 -0.4 -2.3
O 0.7 -1.4 1.4
O 0.5 1.8 1.3
H 1.2 -0.4 -1.9
H -0.3 0.5 0.5
H 0.4 0.6 -0.4
H -0.6 -0.3 -0.4
H 0.2 0.1 0.3
H 0.3 -0.8 1.4
H -1.0 1.0 -0.4
H -0.8 0.7 1.8
H -1.5 -0.7 -1.1
H 0.8 -3.4 1.9
H -0.6 0.2 -1.6
H -0.2 -0.7 -1.0
H 0.8 1.7 0.2
H 0.4 0.8 -0.1
H 2.3 -0.1 2.2

Mulliken atomic charge list, values in e, 8 entries:
1. C -0.0633
2. C 0.3128
3. C 0.2384
4. C 0.3925
5. C -1.5568
6. C -1.2480
7. C -0.8925
8. C -1.0792

---

(3)
C23H33NOS | the ωB97M-V functional and the def2-TZVPD basis

HOMO level (eV): -9.2
SMILES string: CCCCCCC[C@H]1NC(=O)C[C@@H]1S.c1ccccc1.c1ccccc1
Orbital gap (eV): 9.716

Atoms and positions in Å:
C 0.8932 -3.6892 -1.8630
C 1.6870 -2.3744 -1.8412
C 1.2011 -1.3731 -2.9021
C 0.2487 -0.3039 -2.3428
C -1.1292 -0.2467 -3.0019
C -2.1244 0.4178 -2.0312
C -2.7864 -0.5434 -1.0406
C -4.1147 -1.2373 -1.4551
N -4.7415 -0.7440 -2.6633
C -4.1922 -1.4077 -3.7564
O -4.1512 -0.9753 -4.9151
C -3.6099 -2.7382 -3.2645
C -4.0146 -2.7492 -1.7798
S -5.7078 -3.4958 -1.8367
H 1.4053 -4.4604 -1.3008
H -0.0971 -3.5290 -1.4415
H 0.7606 -4.0060 -2.8926
H 2.7299 -2.6178 -2.0232
H 1.5997 -1.9343 -0.8526
H 0.7505 -1.9081 -3.7322
H 2.0853 -0.8687 -3.2817
H 0.7025 0.6737 -2.4896
H 0.1246 -0.3985 -1.2658
H -1.4790 -1.2261 -3.2962
H -1.0783 0.3817 -3.8859
H -1.5149 1.0965 -1.4367
H -2.8382 1.0370 -2.5637
H -3.0285 0.0450 -0.1578
H -2.0578 -1.2788 -0.7018
H -4.7391 -1.1847 -0.5654
H -4.8028 0.2553 -2.7622
H -2.5451 -2.7818 -3.4325
H -4.1301 -3.5401 -3.7777
H -3.4328 -3.3312 -1.0823
H -6.1864 -3.1240 -0.6432
C 0.2814 4.3817 1.5217
C 1.5522 3.8216 1.5214
C 1.7069 2.4482 1.3927
C 0.5893 1.6356 1.2693
C -0.6801 2.1956 1.2753
C -0.8370 3.5685 1.3992
H 0.1631 5.4531 1.6165
H 2.4232 4.4562 1.6212
H 2.6973 2.0136 1.3880
H 0.7033 0.5632 1.1684
H -1.5478 1.5541 1.1838
H -1.8274 4.0043 1.4004
C 4.8752 0.3029 4.4954
C 5.6538 0.7265 5.5629
C 5.3679 1.9278 6.1958
C 4.3047 2.7062 5.7601
C 3.5288 2.2864 4.6885
C 3.8150 1.0840 4.0572
H 5.0951 -0.6361 4.0041
H 6.4837 0.1203 5.9018
H 5.9735 2.2574 7.0299
H 4.0801 3.6412 6.2564
H 2.7017 2.8949 4.3451
H 3.2098 0.7537 3.2241

Force components x, y, z for each atom (eV/Å):
C 0.0 0.7 0.0
C -0.4 -0.6 -0.5
C 0.4 0.3 0.8
C -0.1 -0.1 -0.6
C -0.3 0.7 0.5
C 0.6 -0.4 0.0
C -0.2 0.4 -0.1
C 0.2 -1.0 0.8
N 0.9 0.0 -0.3
C 0.2 1.0 -1.8
O -0.2 -0.9 2.2
C -1.0 0.1 0.5
C -0.8 0.5 -0.5
S 0.2 -0.2 0.1
H 0.0 -0.2 0.1
H -0.2 -0.1 0.1
H 0.0 -0.3 -0.1
H 0.2 0.1 0.1
H 0.2 0.1 0.2
H -0.1 -0.1 -0.2
H 0.1 0.1 -0.3
H 0.1 0.2 0.1
H 0.0 -0.3 0.2
H 0.1 -0.2 -0.1
H 0.0 -0.2 -0.4
H -0.1 0.3 0.1
H -0.3 0.0 0.0
H 0.0 0.0 0.2
H 0.1 -0.2 0.0
H -0.5 0.4 -0.2
H -0.3 0.1 -0.2
H 0.2 -0.1 -0.1
H 0.3 -0.2 -0.4
H 0.5 0.1 0.0
H 0.2 0.1 0.1
C 0.0 0.0 0.0
C 0.0 0.0 0.0
C 0.0 0.0 0.0
C 0.0 0.0 0.0
C 0.0 -0.1 0.0
C 0.0 0.0 0.0
H 0.0 0.0 0.0
H 0.0 0.0 0.0
H 0.0 0.0 0.0
H 0.0 0.0 0.0
H 0.0 0.0 0.0
H 0.0 0.0 0.0
C 0.0 0.0 0.0
C 0.0 0.0 0.0
C 0.0 0.0 0.0
C 0.0 0.0 0.0
C 0.0 0.0 0.0
C 0.0 0.0 0.0
H 0.0 0.0 0.0
H 0.0 0.0 0.0
H 0.0 0.0 0.0
H 0.0 0.0 0.0
H 0.0 0.0 0.0
H 0.0 0.0 0.0

Mulliken atomic charge list, values in e, 8 entries:
1. C -1.0664
2. C -0.3891
3. C -0.7640
4. C -0.1497
5. C -0.4760
6. C -1.0000
7. C -0.5325
8. C 0.1170

---

(4)
C3H11N2S | the ωB97M-V functional and the def2-TZVPD basis

HOMO level (eV): -13.5
Charge: +1
Orbital gap (eV): 10.035

Atoms and positions in Å:
C -0.3387 -1.4458 -1.3785
C 1.0423 1.0505 0.4655
C 0.8233 -0.4538 -1.4982
N 1.2432 0.4694 -0.7677
N 0.8641 -0.0689 1.7034
S -2.2554 0.8250 0.6780
H -0.9274 -1.5102 -2.2897
H 0.0762 -2.4693 -1.3184
H -1.0359 -1.2639 -0.6046
H -2.7809 0.6671 -0.5754
H 1.8803 1.6079 0.9102
H 0.0964 1.6521 0.3584
H 1.1762 -0.2995 -2.5151
H 0.8024 -1.0868 1.4453
H 1.5199 -0.0304 2.5079
H -0.0303 0.1749 2.1002
H -2.1558 2.1818 0.7785

Force components x, y, z for each atom (eV/Å):
C 1.7 -0.9 -0.4
C -0.3 -0.8 0.0
C -2.0 0.5 -1.1
N 1.3 0.9 0.9
N -0.4 -0.8 0.4
S -0.5 0.1 0.0
H 0.2 0.5 -0.4
H -0.2 0.3 0.3
H -0.3 0.2 1.1
H 0.3 0.6 0.6
H -0.2 -0.2 -0.7
H 1.0 -0.6 0.8
H 0.3 -0.7 -0.2
H 0.1 1.3 -0.2
H 0.0 0.3 -0.9
H -0.7 -0.2 0.2
H -0.4 -0.6 -0.5

Mulliken atomic charge list, values in e, 8 entries:
1. C -0.9881
2. C -0.1211
3. C 0.1628
4. N -0.3748
5. N -0.4368
6. S -0.4208
7. H 0.3239
8. H 0.3260

---

(5)
C5H7N3OS | the ωB97M-V functional and the def2-TZVPD basis

HOMO level (eV): -8.9
SMILES string: CC(=O)Nc1nnc(C)s1
Orbital gap (eV): 9.508

Atoms and positions in Å:
C 2.2391 -2.5736 -1.0548
C 1.6407 -1.1382 -0.7785
O 1.9066 -0.1900 -1.3669
N 0.7037 -1.3057 0.2386
C -0.4270 -0.3661 0.4183
N -1.4039 -0.4895 1.2067
N -2.0877 0.6706 1.1091
C -1.3925 1.7128 0.5486
C -2.0162 3.1657 0.5238
S -0.1823 1.2136 -0.3000
H 2.8313 -2.7942 -1.9412
H 1.1071 -3.0615 -1.1233
H 2.8296 -2.9403 -0.1886
H 0.8455 -2.1098 0.9854
H -1.4210 3.7042 1.2402
H -3.1226 2.7718 0.9507
H -2.0504 3.7300 -0.4681

Force components x, y, z for each atom (eV/Å):
C -3.2 -0.6 0.7
C 0.6 -6.6 2.5
O 0.5 4.8 -2.7
N -2.0 -0.1 2.4
C 5.5 -1.5 -1.4
N -0.7 0.5 -1.0
N -0.6 3.5 1.7
C -6.7 0.4 1.8
C -2.3 -3.3 0.3
S 4.7 -1.8 -2.1
H -0.3 0.7 -0.1
H 3.5 0.1 0.0
H -0.8 0.1 -0.3
H -0.7 2.3 -2.5
H -0.3 0.6 0.4
H 2.8 2.0 -1.1
H 0.0 -1.2 1.3

Mulliken atomic charge list, values in e, 8 entries:
1. C -1.0542
2. C 0.6780
3. O -0.4982
4. N -0.2332
5. C 0.3622
6. N -0.5386
7. N -0.2863
8. C 0.5652

---

(6)
C4H10NO3 | the ωB97M-V functional and the def2-TZVPD basis

HOMO level (eV): -4.6
Charge: -1
Orbital gap (eV): 4.156

Atoms and positions in Å:
C -0.8828 1.6162 -0.7090
N 0.4066 2.1166 -0.3530
C 0.8369 -0.1345 0.5909
C 1.3234 1.0801 -0.2726
C -2.3587 -1.3674 0.2097
O -1.8687 -1.5350 -0.9207
O -3.2766 -0.5913 0.5857
H -1.5705 1.3314 0.1295
H -0.8499 0.6905 -1.3063
H -1.4136 2.3857 -1.2894
H 1.4314 0.5418 -1.2430
H 1.6220 -0.9170 0.7806
H -0.0045 -0.6429 0.1173
H 0.4252 0.4527 1.4162
H 2.2893 1.4477 0.0728
H -1.9099 -1.8936 1.0831
H 3.3623 -2.1670 0.4535
O 2.4380 -2.4141 0.6549

Force components x, y, z for each atom (eV/Å):
C -0.5 0.4 -1.2
N -0.5 -2.2 0.5
C -2.0 1.1 0.6
C 1.3 0.6 -0.9
C -0.4 0.7 0.7
O 0.0 0.0 -0.2
O 0.1 0.2 -0.5
H 0.5 0.2 0.0
H 0.0 -0.1 0.3
H 0.0 0.0 0.4
H -0.1 0.3 0.0
H 1.0 -0.4 -0.2
H 0.2 -0.1 -0.1
H 0.1 -0.9 0.8
H 0.0 0.0 -0.2
H 0.3 -0.6 -0.1
H -0.5 -0.1 0.1
O 0.3 0.7 0.0

Mulliken atomic charge list, values in e, 8 entries:
1. C -0.6334
2. N -0.2647
3. C -0.5348
4. C -0.2453
5. C 0.0879
6. O -0.6640
7. O -0.6808
8. H 0.2671

---

(7)
C4H5F3O | the ωB97M-V functional and the def2-TZVPD basis

HOMO level (eV): -9.2
SMILES string: FC=C(F)F.C=CO
Orbital gap (eV): 10.062

Atoms and positions in Å:
F -1.8355 0.7915 -1.5178
C -2.5089 -0.2282 -0.9887
C -3.3285 -0.0725 0.0378
F -4.0259 -1.0746 0.5556
F -3.5666 1.0473 0.7000
H -2.3647 -1.1751 -1.4813
C 1.0054 0.8451 0.6137
C 0.2119 -0.2011 0.4657
O 0.4073 -1.2209 -0.4069
H 0.7780 1.6189 1.3227
H 1.8942 0.9746 0.0181
H -0.6696 -0.3533 1.0682
H 1.2243 -1.0576 -0.8990

Force components x, y, z for each atom (eV/Å):
F 0.1 0.3 0.0
C -0.5 -0.2 0.1
C -0.1 0.0 0.1
F 0.2 0.1 -0.1
F 0.2 -0.2 -0.3
H 0.0 -0.1 0.1
C 0.0 0.1 0.0
C 0.3 0.1 0.3
O 0.1 -0.2 -0.2
H -0.1 0.1 0.2
H 0.2 0.0 -0.2
H -0.1 0.0 0.0
H -0.2 0.0 0.1

Mulliken atomic charge list, values in e, 8 entries:
1. F -0.2391
2. C -0.1681
3. C 0.4973
4. F -0.2292
5. F -0.2182
6. H 0.3634
7. C -0.8971
8. C 0.2135

---

Sequential energy above the lowest of the compared OMol25 structures with the same formula, charge and spin output: 413.11, 509.64, 0.00, 251.78, 308.60, 747.16, 123.30 kJ/mol